Here is one molecule with the formula C4H6O4 at a distorted geometry from the OMol25 dataset. Energies are from ωB97M-V with the def2-TZVPD basis set.

```
14
Properties=species:S:1:pos:R:3:lowdin_charge:R:1
O -1.10860 1.56270 0.17055 0.061
O -0.78688 0.65581 -1.89575 0.090
O 1.20722 -1.08089 -0.62703 0.059
O -0.77108 -1.24300 0.91647 0.090
C 1.26665 0.43588 1.22697 -0.002
C -0.83481 0.41969 -0.53757 -0.499
C -1.49545 -0.77360 -0.03092 0.013
C 0.58425 -0.30888 0.31387 -0.404
H -0.63821 -0.16030 -2.39092 0.114
H 1.96335 -1.52575 -0.22098 0.123
H -2.23294 -1.40762 -0.52409 0.154
H 0.75776 0.89506 2.05774 0.049
H 2.33393 0.56702 1.13382 0.047
H -0.24520 1.96387 0.40784 0.106
```

Kohn-Sham gap (spin up / spin down): 0.244 / 0.244 hartree
ΔE to the lowest compared entry with this formula, charge and spin: 132.9 kcal/mol
lowest unoccupied orbital energy (spin up / spin down): -0.830 / -0.829 eV
largest force on an atom: 3.5 eV/A
HOMO (spin up / spin down): -7.475 / -7.476 eV



Here is C5H9NO as an isolated structure at a distorted geometry from the OMol25 dataset. Energies are from ωB97M-V with the def2-TZVPD basis set.

```
16
Properties=species:S:1:pos:R:3:lowdin_charge:R:1
O -0.53991 -0.53775 2.05355 -0.116
N 0.82284 -0.27303 -0.98617 -0.012
C -0.18457 -1.49795 1.08495 -0.178
C -0.53749 0.49039 1.09200 -0.145
C 1.13851 -1.38261 -0.23047 -0.112
C 0.03911 0.62631 -0.66256 -0.238
C -0.33257 1.82045 -1.46206 -0.045
H -0.26747 2.72077 -0.84567 0.080
H 0.25669 -2.33705 1.62383 0.091
H -1.04463 -1.86105 0.51518 0.104
H -1.55263 0.87625 0.93934 0.097
H 0.09720 1.27720 1.50850 0.106
H 0.32288 1.93636 -2.32687 0.084
H 1.05640 -2.31386 -0.78951 0.098
H 2.09592 -1.27174 0.27971 0.101
H -1.37028 1.72731 -1.79376 0.084
```

Kohn-Sham gap: 0.346 hartree
ΔE to the lowest compared entry with this formula, charge and spin: 107.9 kcal/mol
lowest unoccupied orbital energy: 0.986 eV
largest force on an atom: 4.5 eV/A
HOMO: -8.430 eV



Here is one molecule with the formula C4H2ClF at a distorted geometry from the OMol25 dataset. Energies are from ωB97M-V with the def2-TZVPD basis set.

```
8
Properties=species:S:1:pos:R:3:lowdin_charge:R:1
Cl -1.19762 -0.94316 -2.56526 0.616
F -1.23192 -1.43703 0.33016 0.085
C 0.38212 0.24903 0.90872 -0.077
C -0.41785 -0.46212 -0.01665 -0.408
C 0.98044 0.78580 1.77649 0.167
C -0.32303 -0.06604 -1.34173 -0.459
H 0.37456 0.68239 -1.66825 0.071
H 1.43329 1.19113 2.57651 0.005
```

SMILES string: C#C/C(F)=C/Cl
Kohn-Sham gap: 0.357 hartree
ΔE to the lowest compared entry with this formula, charge and spin: 5.9 kcal/mol
lowest unoccupied orbital energy: 0.543 eV
largest force on an atom: 4.6 eV/A
HOMO: -9.159 eV



Here is a 5-piece molecular cluster, C22H32Cl2N7O3 overall at a distorted geometry from the OMol25 dataset. Energies are from ωB97M-V with the def2-TZVPD basis set.

```
66
Properties=species:S:1:pos:R:3:lowdin_charge:R:1
Cl 0.26225 -2.51198 4.31974 0.814
Cl -7.45135 -5.65631 2.36555 0.576
O -6.24698 -3.70167 4.01868 -0.069
O -1.23140 -7.08114 3.53158 0.097
O -0.42642 -5.14450 3.14541 -0.091
N 4.04686 3.21476 2.17286 0.131
N -4.70524 -0.47235 -0.32470 0.109
N -1.28191 -2.78321 3.50660 -0.449
N 2.08768 4.48927 -4.34331 0.121
N -0.95552 -6.01153 4.05838 -0.008
N 1.90766 -0.74523 5.63139 0.026
N -2.04110 -1.68113 3.47841 0.085
C 2.98986 0.96319 -5.50518 -0.120
C 3.68538 3.28782 -6.27664 -0.187
C -2.85542 -4.60035 2.26934 0.170
C -3.89336 -3.34965 2.22224 -0.054
C 0.61437 1.97405 3.27977 -0.116
C -6.33868 -4.19529 2.75534 -0.554
C 2.28934 0.36972 5.18288 -0.129
C -1.50314 -4.12432 2.99689 -0.120
C 4.03129 3.12466 0.91525 -0.124
C 4.01254 3.01600 -0.60080 -0.187
C 1.91066 4.44566 -0.74582 -0.118
C -2.78685 -3.49643 -1.65581 -0.116
C 3.35504 4.26078 -1.20008 -0.279
C 2.81208 3.94450 -5.21991 -0.141
C 3.08719 1.93715 -6.67508 -0.275
C -2.50212 -0.98264 -1.94326 -0.184
C 1.53394 2.58889 4.33007 -0.276
C -2.67341 -2.33496 -2.63809 -0.264
C 2.74952 1.71377 4.64222 -0.198
C -3.70633 -0.70374 -1.05858 -0.143
C -3.31947 -1.99081 2.83914 0.041
C -5.40810 -3.42573 1.59912 -0.111
H 1.30022 3.57621 -1.01532 0.073
H 3.38322 2.20374 5.38891 0.122
H 2.32497 1.33866 -4.72077 0.064
H 2.08597 2.08400 -7.09839 0.114
H 3.70615 1.48901 -7.46013 0.112
H 1.15358 1.79520 2.34250 0.067
H 3.97617 0.78061 -5.06351 0.077
H 4.69743 3.15793 -5.87821 0.117
H 3.46369 2.11351 -0.89085 0.113
H -2.87865 -4.44376 -2.19647 0.081
H -0.22344 2.64594 3.06811 0.075
H -1.90096 -3.55476 -1.01314 0.073
H 1.87821 3.56575 3.97302 0.100
H 1.84297 4.59219 0.33692 0.064
H -3.56905 -2.31722 -3.27111 0.119
H 3.74648 3.94415 -7.15111 0.117
H 3.92999 5.15378 -0.92590 0.117
H 0.19015 1.02403 3.62017 0.050
H -5.41516 -4.06982 0.60467 0.130
H -3.07790 -5.66005 1.83854 0.151
H -3.67060 -3.40074 -1.01691 0.042
H -5.88679 -2.38380 1.33718 0.131
H -1.59488 -0.97759 -1.32947 0.116
H 1.47319 5.32960 -1.22061 0.075
H 3.34983 1.55316 3.74017 0.077
H 5.04014 2.92081 -0.96713 0.115
H 3.37722 4.18648 -2.29289 0.065
H -4.06479 -1.05800 2.77066 0.157
H -1.81630 -2.50971 -3.29771 0.116
H -2.41179 -0.18594 -2.68913 0.121
H 0.95742 2.76542 5.24640 0.114
H 2.58445 0.00387 -5.84212 0.073
```

Kohn-Sham gap: 0.270 hartree
ΔE to the lowest compared entry with this formula, charge and spin: 143.2 kcal/mol
net charge: +1
lowest unoccupied orbital energy: -5.545 eV
largest force on an atom: 10.1 eV/A
HOMO: -12.899 eV



- The lowest ΔE to the lowest compared entry with this formula, charge and spin belongs to which entry?
  C4H2ClF